DFT (ωB97M-V/def2-TZVPD) results for C28H44BrN3P2Ti as an isolated structure in a non-equilibrium geometry.

Each line ends with the Löwdin charge.
Cartesian coordinates (Å):
C  2.467  3.955  -0.938  -0.01
C  1.502  3.140  -1.600  -0.24
C  1.435  3.227  -3.019  -0.01
C  2.342  4.056  -3.685  -0.11
N  3.284  4.744  -3.042  0.08
C  3.323  4.762  -1.707  -0.10
C  0.534  2.423  -0.803  0.02
C  -0.460  2.362  0.001  -0.07
C  -1.771  2.345  0.565  -0.24
C  -2.197  1.146  1.291  -0.28
C  -3.564  0.721  1.280  -0.11
C  -4.417  1.577  0.650  -0.66
C  -4.109  2.916  0.349  -0.06
C  -2.770  3.317  0.315  0.03
Ti  -0.735  0.230  0.291  0.70
P  1.630  -0.506  -0.457  0.90
H  0.710  2.666  -3.607  0.12
H  2.561  3.992  0.153  0.12
H  2.311  4.148  -4.777  0.12
H  4.055  5.414  -1.204  0.13
H  -2.507  4.345  0.037  0.14
H  -1.620  0.802  2.177  0.09
H  -4.923  3.614  0.153  0.13
H  -3.887  -0.181  1.785  0.12
C  2.197  -2.224  -0.130  -0.38
C  3.420  -2.692  -0.922  -0.12
H  1.316  -2.855  -0.304  0.06
H  2.401  -2.280  0.948  0.09
H  3.667  -3.741  -0.703  0.09
H  3.282  -2.609  -2.009  0.07
H  4.304  -2.102  -0.649  0.06
C  1.935  -0.207  -2.245  -0.38
C  3.309  0.351  -2.593  -0.12
H  1.121  0.461  -2.550  0.05
H  1.760  -1.149  -2.778  0.06
H  3.406  0.519  -3.677  0.09
H  3.505  1.311  -2.092  0.07
H  4.089  -0.368  -2.306  0.07
C  2.771  0.547  0.536  -0.37
C  4.241  0.128  0.600  -0.12
H  2.323  0.502  1.535  0.04
H  2.662  1.593  0.208  0.05
H  4.818  0.814  1.240  0.09
H  4.353  -0.889  1.000  0.07
H  4.670  0.177  -0.407  0.06
Br  -6.154  0.884  0.208  0.78
P  -1.627  -1.573  -1.430  0.92
C  -0.609  -2.526  -2.618  -0.40
C  -1.247  -3.795  -3.163  -0.12
H  0.335  -2.777  -2.115  0.05
H  -0.327  -1.845  -3.430  0.08
H  -0.481  -4.306  -3.760  0.09
H  -1.554  -4.471  -2.352  0.07
H  -2.100  -3.591  -3.827  0.07
C  -2.707  -2.827  -0.614  -0.39
C  -4.007  -3.161  -1.346  -0.13
H  -2.919  -2.422  0.388  0.06
H  -2.091  -3.727  -0.458  0.08
H  -4.587  -3.827  -0.691  0.09
H  -4.613  -2.257  -1.532  0.07
H  -3.834  -3.711  -2.290  0.07
C  -2.727  -0.487  -2.459  -0.39
C  -3.137  -1.075  -3.812  -0.13
H  -2.153  0.444  -2.612  0.07
H  -3.590  -0.210  -1.825  0.07
H  -3.727  -0.311  -4.333  0.09
H  -2.258  -1.298  -4.437  0.08
H  -3.773  -1.969  -3.716  0.07
C  0.657  1.138  5.324  0.02
N  0.186  0.023  4.482  -0.15
C  -0.523  -1.035  5.211  0.01
C  0.345  -0.016  3.211  -0.15
N  0.267  -0.050  2.020  0.04
H  0.467  0.820  6.353  0.10
H  0.105  2.060  5.099  0.11
H  1.724  1.289  5.141  0.11
H  -1.598  -1.043  5.008  0.10
H  -0.133  -2.018  4.947  0.11
H  -0.353  -0.829  6.264  0.09

Properties
* energy relative to the best compared isomer or geometry (same formula, charge and spin): 303.3 kJ/mol
* lowest unoccupied orbital energy (alpha / beta): -6.30 / -6.71 eV
* 2S+1: 3
* net charge: +2
* ⟨S²⟩: 2.034
* Kohn-Sham gap (alpha / beta): 6.0 / 7.4 eV
* energy: -145936.818 eV